Entry from OMol25: a molecular structure, C36H38N2O3OsP2 (ωB97M-V with the def2-TZVPD basis set).

Each line ends with the Löwdin charge.
CARTESIAN COORDINATES (ANGSTROEM)
C -1.0085 -5.2898 3.3836  -0.023
H 5.2171 3.6722 -0.0470  0.112
P -1.3453 1.7897 -1.7150  0.682
N 1.6141 0.7558 1.4713  -0.152
H -6.8828 -1.7731 0.5222  0.126
C -0.0807 0.0070 -5.7614  -0.044
C -3.8160 -3.0760 1.0505  -0.003
C -1.5866 3.5274 2.9190  -0.043
H -1.8591 4.1014 -1.1673  0.035
C -1.7273 -4.1740 2.9983  0.004
H 3.3628 2.4865 -1.9789  0.033
H 1.9639 1.2821 3.4550  0.157
C 1.3365 1.3790 2.5700  -0.087
C -3.1628 -1.9137 1.4969  -0.147
H 2.0514 -4.4368 2.1830  0.121
C 0.3443 -5.3804 3.0821  -0.015
C -3.8589 -0.6910 1.5550  0.010
H -0.5818 3.9802 -2.3778  0.045
H 3.1162 2.4521 0.3490  0.087
C -0.9081 1.1014 -3.3431  -0.377
H 7.4244 0.4441 1.6841  0.114
H 2.9088 -0.6818 2.3093  0.124
H -2.0698 0.4197 -6.4492  0.119
C 0.8138 0.0972 -4.7067  -0.064
Os 0.2173 1.2175 -0.1553  0.959
H -1.4964 -6.0860 3.9279  0.126
H 2.6738 -0.7588 0.5682  0.091
C 0.1777 2.1973 2.5781  -0.328
H -3.0627 0.1739 -1.2063  0.031
C 2.8029 -0.3583 -2.2013  -0.222
H -2.8066 1.3960 -4.3209  0.107
O -1.9627 -3.6304 -1.8070  0.244
H -3.4453 1.7716 -0.5486  0.039
H -3.2649 -3.9994 0.9349  0.124
H 2.6539 2.4355 -3.6086  0.066
C -1.5396 3.5681 -2.0615  -0.213
O -1.1585 -0.8112 1.8496  0.101
C 0.9987 -4.3491 2.4140  -0.033
H -2.7700 -4.0761 3.2698  0.131
H -2.2735 3.3605 0.8205  0.085
C 4.0838 0.7322 1.2016  -0.232
H -0.1542 3.0707 4.5720  0.121
H -2.2691 3.7323 -2.8554  0.061
H -2.3086 4.1814 3.3786  0.111
H 3.5552 -0.1636 -1.4351  0.038
H -3.7031 1.4478 -2.2678  0.051
C -0.4586 2.9465 3.5456  0.010
C -1.3789 0.4799 -5.6191  -0.043
H 7.3794 2.6705 0.6095  0.113
H -5.6575 -3.9039 0.3437  0.125
C 0.4041 0.6470 -3.4962  -0.388
H 2.3696 -1.3467 -2.0462  0.052
H 0.2371 -0.4256 -6.7004  0.119
H 3.3011 -0.3343 -3.1702  0.056
C 2.4304 2.4439 -2.5409  -0.209
H 0.7919 -2.4196 1.5064  0.108
C -1.5797 3.1128 1.6067  -0.147
H -0.4565 -0.6840 2.5080  0.137
H -5.7452 0.2770 1.2765  0.123
C -1.0794 -3.1336 2.3181  -0.150
N -0.5159 2.2886 1.3703  -0.179
C -3.0526 1.2424 -1.4177  -0.230
C 4.0616 1.9914 0.6119  -0.072
H 1.8357 3.3246 -2.3060  0.042
C -1.7948 -1.9499 1.9111  -0.153
C 0.2982 -3.2194 2.0460  0.002
C 5.3025 0.1855 1.5902  -0.039
C 5.2448 2.6861 0.3983  -0.067
C 2.8170 -0.0698 1.4053  -0.190
C -5.8345 -1.8110 0.7879  -0.009
H 1.8263 -0.2612 -4.8397  0.107
O -0.7929 -1.6626 -1.4780  0.155
C -5.1493 -3.0180 0.6973  -0.023
P 1.5237 0.9292 -2.0936  0.731
H -3.3501 0.1962 1.9073  0.123
H 5.3339 -0.7854 2.0714  0.117
C -5.1926 -0.6500 1.2101  -0.035
C -1.7923 1.0288 -4.4152  -0.064
H 0.8984 -6.2618 3.3762  0.126
C 6.4835 0.8773 1.3730  -0.060
C -1.3803 -2.6502 -1.6493  -0.396
C 6.4581 2.1280 0.7715  -0.064

Forces on the atoms, in the same order (eV/Å):
C -0.0248 0.0070 0.0085
H 0.0010 0.0049 -0.0050
P -0.0687 0.1952 -0.0684
N -0.3548 0.0102 -0.1997
H -0.0070 -0.0021 -0.0046
C -0.0062 -0.0086 -0.0233
C -0.0772 -0.0555 -0.1145
C -0.0537 -0.0086 -0.1711
H 0.0045 0.0085 -0.0045
C -0.0079 -0.0375 0.0620
H -0.0143 -0.0020 0.0105
H 0.0174 0.0040 -0.0172
C 0.1680 -0.1602 -0.1199
C 0.0796 -0.0001 -0.0547
H -0.0027 0.0015 -0.0039
C 0.0096 -0.0351 0.0106
C -0.0847 0.0271 0.0263
H 0.0011 -0.0082 0.0045
H 0.0013 -0.0245 0.0069
C 0.0462 -0.0588 0.0197
H 0.0054 0.0003 0.0001
H 0.0205 0.0692 0.0205
H 0.0007 -0.0023 -0.0032
C 0.0189 0.0083 0.0027
Os -0.4402 -0.5324 0.6344
H -0.0089 0.0011 -0.0001
H 0.0551 -0.0458 0.0528
C -0.0270 0.2033 0.2865
H 0.0039 -0.0138 -0.0058
C -0.0502 -0.0098 0.0519
H -0.0052 -0.0055 -0.0009
O -0.1786 -0.2332 -0.0090
H 0.0060 -0.0128 0.0194
H -0.0249 0.0062 0.0165
H 0.0305 -0.0160 0.0133
C -0.0308 -0.0333 -0.0598
O -0.5876 0.4088 0.3290
C 0.0115 0.0515 -0.0220
H 0.0186 -0.0203 -0.0141
H -0.0062 0.0160 0.0274
C 0.0166 -0.0147 0.0060
H 0.0187 -0.0193 0.0221
H -0.0114 -0.0047 0.0026
H -0.0286 -0.0088 -0.0073
H -0.0092 0.0122 -0.0003
H 0.0013 0.0220 0.0122
C 0.0779 -0.1579 -0.2011
C -0.0087 0.0024 -0.0121
H 0.0025 0.0064 0.0009
H 0.0117 -0.0123 -0.0033
C -0.1255 0.0304 0.0488
H 0.0084 -0.0021 -0.0119
H -0.0005 0.0019 -0.0036
H -0.0249 0.0023 -0.0114
C 0.0450 -0.0520 -0.1147
H 0.0148 -0.0023 -0.0242
C -0.1260 0.2398 0.1268
H 0.3191 -0.3445 -0.2477
H 0.0102 0.0079 0.0125
C 0.0202 0.1086 0.1290
N 0.4970 -0.0931 -0.5045
C -0.0662 -0.0093 -0.0467
C -0.0284 0.0549 0.0726
H -0.0323 -0.0212 0.0005
C 0.1730 -0.1633 -0.0358
C -0.0314 -0.0209 0.0314
C -0.0003 -0.0394 -0.0600
C 0.0232 -0.0067 0.0052
C 0.0098 -0.0242 -0.0012
C -0.0378 -0.0231 -0.0105
H 0.0080 0.0041 -0.0033
O 0.1773 0.2094 0.1418
C 0.0571 -0.0155 -0.0059
P 0.4400 0.5754 0.0141
H 0.0038 0.0163 0.0011
H -0.0185 -0.0105 -0.0029
C 0.0636 0.0428 0.0204
C 0.0131 -0.0177 0.0253
H 0.0052 -0.0015 0.0044
C 0.0260 0.0133 -0.0052
C 0.0731 0.0204 -0.0589
C -0.0049 -0.0021 -0.0069

- energy (eV) = -68103.9214
- HOMO-LUMO gap (eV) = 6.04
- total charge = +2
- energy relative to the best compared isomer or geometry (same formula, charge and spin) (kcal/mol) = 0.00

---

Entry from OMol25: C5H6N2 in the gas phase (ωB97M-V with the def2-TZVPD basis set).

Each line ends with the natural charge from an NBO analysis.
CARTESIAN COORDINATES (ANGSTROEM)
C 0.9830 0.7323 0.8913  -0.431
C 0.1746 -0.5542 0.8439  0.320
H -1.4295 -0.3643 -1.9328  0.220
N -0.7896 0.0757 0.0849  -0.335
H -0.9108 1.8543 1.2448  0.208
C -0.3099 1.4310 0.4361  -0.195
C -0.8905 -0.6804 -1.0549  -0.122
N 0.5131 -1.7424 0.4002  -0.445
H 1.5600 0.6146 -0.0365  0.215
H 1.6238 1.0605 1.7023  0.222
H -0.2561 2.1229 -0.4045  0.208
C -0.1809 -1.8341 -0.7780  -0.075
H -0.0872 -2.7159 -1.3968  0.209

Forces on the atoms, in the same order (eV/Å):
C 0.2668 0.2285 0.2664
C 0.1988 -0.0960 -0.2052
H -0.2457 -0.1987 0.1242
N 0.1370 -0.2302 -0.1681
H 0.0397 -0.0631 -0.2062
C -0.0352 0.2963 -0.0516
C -0.2289 -0.1420 -0.0014
N -0.0088 0.1722 -0.1888
H 0.3326 0.2147 0.2996
H -0.2264 0.0412 0.2016
H 0.0961 -0.1171 0.0769
C -0.1387 -0.1625 -0.1943
H -0.1873 0.0568 0.0470

- energy (eV) = -8260.1027
- HOMO-LUMO gap (eV) = 9.46
- SMILES string = c1cn2c(n1)CC2
- energy relative to the best compared isomer or geometry (same formula, charge and spin) (kcal/mol) = 52.02

---

Entry from OMol25: a molecular structure, C30H96BrCdN5O16 in a non-equilibrium geometry (ωB97M-V with the def2-TZVPD basis set).

Each line ends with the Löwdin charge.
CARTESIAN COORDINATES (ANGSTROEM)
O 1.9406 -1.5667 -1.2775  -0.195
H -0.9348 -1.2036 3.2556  0.049
H -0.8482 1.8018 0.3346  -0.002
H 2.7376 -1.2223 -0.8746  -0.024
C -3.6977 4.5595 -1.8345  -0.044
C -1.2459 2.9203 3.4864  -0.361
H 1.8126 5.9280 -1.2649  0.109
H 1.4807 -4.2236 0.2001  0.069
O -4.2628 -0.7568 3.0699  -0.086
H -0.0970 7.1481 4.4751  0.083
H -0.1248 4.4001 -0.5888  0.068
H -0.6496 2.9922 -5.6867  0.107
H 6.8377 2.8208 0.8119  0.080
O 1.4565 1.3785 -1.8331  -0.132
H 4.4099 1.4395 0.4630  0.124
H -0.8454 -9.4127 1.3888  0.081
H 2.1957 -2.4233 -1.6201  -0.018
H 0.0983 2.1504 2.1426  0.031
H -4.7823 -0.8800 -0.2355  0.061
H 2.5750 -1.8046 2.0951  0.071
H 7.5239 1.4735 0.0100  0.078
C -0.5236 -7.0986 0.2593  -0.182
H 1.9130 2.1272 -1.4494  0.018
N 0.1005 -5.6375 -1.5747  0.045
C 1.6953 0.2692 2.3576  -0.421
H 2.9102 -1.1047 3.5897  0.070
H -4.1991 -2.1570 0.9004  0.073
H -0.4793 -8.9198 3.0543  0.085
C 6.0875 -0.8155 -1.6749  -0.048
H 7.6038 3.1344 -0.7312  0.091
C -0.8779 -8.5846 2.0968  -0.085
H 2.9734 4.1901 -2.0005  0.097
H -0.6292 -4.9923 -1.3076  0.011
H 0.2690 2.7289 -7.9263  0.078
C -4.9678 3.7571 -1.4175  -0.456
O -3.7628 1.6981 -0.8741  -0.209
O -1.8048 -3.5691 -1.1767  -0.085
H -0.1092 3.6602 1.9804  0.073
H -1.5534 -6.7757 0.4123  0.117
Br -0.6720 -0.9864 -3.1380  -0.013
O 3.4644 1.2203 -5.4351  -0.077
H -1.8867 -8.2186 2.2877  0.067
C -1.3014 -3.1197 3.5186  -0.408
O -0.7013 5.2204 4.0990  -0.194
H 5.2132 1.8971 -4.6644  0.117
H -3.6931 1.5246 -2.9531  0.088
H 6.0834 -0.3502 0.4651  0.135
H -1.7540 -2.1185 5.4414  0.080
H 2.0620 1.2201 2.7440  0.090
H 1.6522 2.8338 -6.8103  0.057
H -3.5691 -6.4382 2.9926  0.082
C -4.6966 2.5962 -0.4421  -0.244
H 4.8156 -2.1259 -0.1612  0.104
H 0.4052 0.8042 -4.4783  -0.061
O 1.3133 0.4893 1.0026  -0.423
H -0.7103 3.7337 5.4031  0.119
H -0.9170 6.4215 5.8211  0.085
H 4.3173 3.6497 -6.2220  0.078
O 5.8169 2.1742 -0.8522  -0.205
H -2.3421 1.4789 4.8387  0.073
O 0.8067 1.5919 -4.8521  -0.142
C 4.1451 2.1078 -4.6097  -0.321
C -4.1028 1.0014 -2.0891  -0.076
O -1.0808 1.2266 -0.3942  -0.144
H 0.6609 3.6405 4.3379  0.126
H -1.9968 0.7599 3.3745  0.042
H 1.1456 -5.2001 1.6409  0.075
H 6.8770 -0.1816 -2.0783  0.075
C 4.8700 1.1247 -0.4736  -0.117
H -5.1717 0.9341 -2.2919  0.093
H 4.6042 4.2622 -4.7283  0.064
H -2.4129 -4.2893 -1.3434  0.077
C -0.4048 3.8676 4.3654  -0.214
H 1.5686 5.6183 -2.9306  0.111
O 2.0643 4.0028 -1.7554  -0.097
H 5.3542 -0.8122 -2.4813  0.091
H 1.1244 1.2186 -7.2742  0.085
N -5.8397 4.7382 -0.8328  0.031
H 3.7353 2.1178 -3.5997  0.095
H -0.8966 -1.7554 1.0558  -0.008
H -4.5627 -0.0121 3.5962  0.093
H 2.8684 -3.7134 -3.2116  0.078
C -2.4483 -4.0642 3.3101  -0.198
H -5.8355 -1.4585 0.9902  0.080
H -5.6424 4.9105 0.1427  0.076
H -0.0438 -2.1706 5.0701  0.073
H -3.2588 4.6939 -0.8458  0.075
C -1.5709 1.4845 4.0685  -0.032
C -0.0749 2.0805 -5.8502  -0.296
H 1.4179 -3.2810 -3.2400  0.033
H 0.8293 -0.0673 2.9277  0.056
H 0.7833 5.9723 5.3571  0.085
H 4.1254 1.2149 -1.2646  0.109
H -0.8231 1.3075 -6.0252  0.109
H -4.0336 5.5065 -2.2570  0.080
C 0.7855 2.2399 -7.1003  -0.071
H -4.8738 0.7010 1.6734  0.108
H -2.4309 -1.6271 2.9845  0.044
H -0.6746 5.7802 -1.5076  0.070
H 3.0287 3.9725 -5.1206  0.061
C 1.3796 5.1940 -1.9445  -0.297
C 5.4380 -0.3034 -0.4120  -0.435
H -4.3424 3.0625 0.4772  0.130
H -0.6376 4.2927 -2.3226  0.062
H 4.0491 -1.0971 0.7211  0.031
H 2.5240 1.3510 -5.2934  0.017
C 7.0007 2.4097 -0.1844  -0.142
H -1.4183 -3.3787 -2.0314  -0.016
H 3.6332 -0.3711 2.1135  0.043
H -5.4348 3.4387 -2.3495  0.133
C 2.7443 -0.8279 2.5485  -0.095
H 1.0847 1.7160 -2.6480  0.014
N -0.6542 2.8241 2.1351  0.058
N -1.4826 -1.8936 2.7617  0.068
C -0.0880 4.8639 -1.5745  -0.058
H -5.6691 2.1582 -0.2176  0.122
C -4.3121 -0.2267 1.7828  -0.346
H -3.3176 -3.5001 3.6481  0.124
H 6.6154 -1.7610 -1.5505  0.081
H -6.7343 4.2788 -0.9256  0.073
H 1.5126 -6.5693 -0.3273  0.138
H -1.2850 -2.2301 -0.3283  -0.030
H -0.4639 -3.6620 3.0799  0.124
C 0.5278 -6.1048 -0.2777  -0.403
H -3.2135 -6.9015 4.7177  0.093
C -3.3291 -6.0914 3.9977  -0.148
H -0.8864 -3.6608 5.5430  0.074
H -3.2657 0.0284 1.6150  0.096
H -3.7642 -0.0297 -2.1907  0.069
C 0.7638 -4.9004 0.6650  -0.047
H -0.1292 -4.3008 0.8413  0.054
C -0.9757 -2.7294 4.9838  -0.028
O -0.0620 -7.5175 1.5510  -0.218
H -2.6496 -4.1842 2.2455  0.126
H 0.8306 -5.0127 -1.8856  0.026
N 4.3634 -1.2255 -0.2301  0.029
C -4.7853 -1.2445 0.7917  -0.049
O -0.7314 -1.5955 0.1266  -0.184
Cd 0.3848 -0.1874 -0.7879  1.183
O -2.2116 -5.2782 4.0228  -0.146
H -4.2654 -5.6698 4.3634  0.084
O 2.0663 -3.7197 -2.6893  -0.045
H -3.0109 3.9562 -2.4281  0.061
C -0.2228 6.2061 5.0089  -0.098
H -0.5822 -8.0193 -0.3211  0.113
H -1.9076 1.5789 -0.7236  0.023
C 3.9999 3.4829 -5.1927  -0.111
H -0.6223 1.1437 4.4834  0.071
H -2.2043 3.4287 3.3816  0.123

Forces on the atoms, in the same order (eV/Å):
O 0.2210 -0.2844 -0.1101
H 0.3028 0.3478 -0.2792
H 0.1914 0.3868 0.8516
H 1.0173 0.2748 0.3054
C -0.6108 -1.4477 1.2905
C -0.6689 -0.1432 -0.5365
H -0.3532 0.3137 0.3545
H 0.1234 0.0022 -0.0454
O -1.2883 0.0803 1.5176
H -0.2273 -0.0926 -0.3230
H 0.0585 -0.2331 -0.1749
H 0.3861 0.2674 0.9938
H -0.2003 0.3118 0.3174
O 0.8426 0.2566 -0.6782
H -0.1375 -0.3523 0.2669
H -0.3711 -0.2139 0.0252
H -0.2651 -0.5032 -0.3301
H 0.1588 -0.8634 -0.0386
H 0.4682 0.0160 0.0699
H -0.5619 0.2522 -0.5834
H 0.5606 -0.0393 -0.3139
C 1.2285 -0.9642 1.2917
H -0.0621 0.4253 0.3612
N -0.1101 -0.1393 -0.1293
C -1.0995 -0.9183 -2.1775
H 0.2011 0.5228 0.2956
H -0.0269 -0.0395 -0.2361
H 0.2955 0.2195 -0.1271
C 1.3206 1.3078 -0.8870
H -0.0478 -0.2801 -0.2179
C 0.8751 1.0524 -0.5451
H 0.3757 -0.3900 0.0407
H -0.1021 -0.0635 -0.3896
H 0.0186 -0.3294 -0.0862
C 1.6226 0.8580 -1.0122
O 0.7133 -2.0811 -0.9489
O -0.6921 -0.2475 0.1434
H -0.2645 0.6385 -0.2158
H -0.1507 0.8648 -0.4628
Br -0.3672 -0.2466 -0.9066
O 0.4255 -1.1922 -0.2922
H -0.2548 -0.1198 -0.2316
C 1.7669 -0.1092 0.4543
O -0.0426 0.6108 -1.0204
H -0.0625 -0.5101 0.5017
H 0.2012 0.1846 0.0236
H 0.6121 0.0452 -0.0717
H -0.2661 -0.0294 -0.1351
H 0.2302 0.0611 0.5897
H 0.0532 0.0701 -0.2469
H 0.2150 -0.3794 -0.1764
C -0.9253 1.8056 -0.5237
H -0.1719 -0.5552 -0.3295
H -0.2265 -0.6463 0.4357
O 1.1757 0.4006 2.1283
H 0.0068 -0.5165 0.4217
H -0.0132 -0.4502 0.2369
H -0.0945 -0.9030 -0.3054
O -1.3560 -0.4235 -1.2746
H 0.2730 0.5685 0.4135
O -0.2299 0.9792 0.6097
C 0.0088 1.0985 -0.8610
C -0.2871 0.3324 -0.7850
O -1.3823 1.4912 0.0853
H 0.2782 0.0459 -0.3818
H 0.5620 0.3431 -0.6475
H 0.0589 -0.1210 -0.0021
H 0.1017 0.4426 0.2679
C 1.1662 1.0551 -0.5644
H -0.3324 0.3047 0.5269
H 0.5069 -0.2027 0.7534
H -0.4185 -0.1139 0.0386
C -0.8886 -0.4837 1.8207
H -0.5236 -0.2327 -0.4024
O 1.3578 -0.8815 -0.3180
H -0.1779 -0.5015 0.1057
H 0.1884 0.2227 -0.8090
N -1.2593 -0.3633 -0.3061
H 0.3352 -0.2746 0.3195
H -0.2400 0.0928 1.3532
H 0.0674 -0.3716 0.7711
H 0.2961 -0.0986 -0.2146
C -0.3023 0.6850 0.7405
H -0.0719 -0.3091 0.1847
H 0.0147 -0.0547 0.1996
H 0.1048 -0.0843 -0.2552
H 0.6930 0.6587 -0.1299
C 0.7209 1.2359 0.1013
C -0.2349 -0.5187 -1.5151
H -0.5141 0.4391 -0.3083
H -0.4808 0.2648 0.4852
H -0.0385 -0.2666 0.3864
H -0.1043 -0.2962 0.0668
H -0.1673 -0.0371 -0.0774
H 0.3654 -0.2242 -0.1663
C -0.1189 -0.1343 0.8548
H -0.2835 0.0122 0.4060
H -0.4690 0.5158 -0.2809
H 0.0746 0.2426 0.1374
H -0.5804 -0.6318 0.0252
C -1.4242 0.4443 0.7726
C 0.6308 0.8744 -0.4180
H 0.2923 -0.1388 0.1868
H 0.4764 -0.4443 0.0400
H -0.6134 -0.0457 0.0130
H -0.5174 -0.0496 0.1086
C 0.1159 -0.6535 1.2830
H 0.1961 0.5741 -0.6484
H 0.4489 -0.3236 0.4678
H -0.2471 -0.3922 0.1027
C 0.4566 0.4675 0.0644
H -0.1395 0.1645 -0.5023
N 0.1159 -0.0769 0.1713
N -0.4524 -0.1358 -0.0933
C 0.2322 1.3546 -0.4563
H -0.2168 -0.5030 0.0642
C 1.6398 0.4612 -1.7588
H -0.6872 -0.4237 0.6068
H -0.5617 -0.3320 0.1262
H -0.6821 0.6302 0.6536
H -0.2102 -0.6352 -0.2361
H -0.2797 -0.2992 -0.3179
H 0.5366 0.1175 0.2674
C -0.4326 0.3849 1.1850
H 0.5616 -0.3592 -0.4296
C -1.0421 -0.9169 0.4393
H 0.1129 0.1339 0.3396
H 0.1001 0.3283 -0.9617
H 0.6112 0.1333 0.8696
C -0.1105 -0.2469 0.2878
H -0.2403 -0.1128 -0.1218
C -0.3479 -1.3122 -0.2851
O -0.3873 -0.6705 0.8662
H 0.3590 -0.5354 -0.3291
H 0.1885 -0.1108 -0.4252
N -0.6079 -0.5532 1.4491
C -0.6421 -0.1576 -0.0206
O -1.2016 -1.6465 0.6238
Cd 1.2848 0.1072 -0.8091
O -0.1516 1.3702 -0.4310
H -0.0404 0.9800 0.0257
O 0.3888 -0.5316 -0.0528
H 0.0000 0.3109 -0.2084
C 0.3761 -0.1409 -0.6305
H 0.0803 0.1386 -0.7322
H -0.6376 -0.0520 -0.2145
C 0.2126 2.5709 -0.1189
H -0.1616 -0.6115 0.1061
H -0.0984 0.1666 -0.1015

- energy (eV) = -147480.4373
- HOMO-LUMO gap (eV) = 7.98